{"formula": "C17H25CoN4S2Si", "method": "ωB97M-V/def2-TZVPD", "elements": ["H", "H", "C", "C", "C", "C", "H", "H", "H", "H", "S", "H", "H", "H", "N", "C", "H", "C", "S", "C", "N", "C", "C", "C", "H", "C", "Co", "H", "H", "H", "H", "Si", "C", "H", "N", "H", "H", "C", "C", "H", "H", "H", "H", "N", "C", "C", "H", "C", "H", "H"], "positions_angstrom": [[1.78, 4.04, -2.66], [1.04, 2.06, 4.57], [-1.76, -5.28, -1.68], [-0.67, 0.13, 2.99], [-1.89, 1.78, -1.63], [0.48, 1.21, -1.69], [-1.50, -5.61, -2.68], [1.89, 2.03, 2.29], [2.34, 0.07, -4.14], [3.02, -0.69, -2.70], [1.27, -1.17, -0.39], [3.96, 0.50, -3.60], [-3.48, -6.15, 1.09], [-2.54, -3.97, 1.80], [-1.36, 0.93, 3.80], [-1.27, -4.08, -1.21], [3.19, 3.48, -3.55], [0.14, 0.07, -0.95], [-1.18, -1.51, 2.84], [0.45, 2.56, 3.81], [-1.55, -3.63, 0.02], [2.18, 3.20, -3.23], [3.28, 1.94, -0.68], [2.96, 0.24, -3.26], [3.31, 1.06, -0.03], [0.82, 2.00, 2.44], [-0.74, -1.85, 0.57], [-3.11, 0.37, -0.55], [-1.28, 2.55, 5.10], [-2.96, -6.99, -1.20], [4.30, 2.20, -0.95], [2.26, 1.63, -2.22], [-0.58, 2.05, -2.02], [-0.38, 2.95, -2.59], [-1.13, -0.19, -0.57], [0.67, 3.62, 3.85], [-0.62, -3.46, -1.81], [-2.12, 0.64, -0.89], [-2.33, -4.37, 0.82], [1.58, 3.07, -4.13], [0.34, 2.58, 1.64], [2.87, 2.78, -0.12], [-2.16, 0.51, 4.26], [0.40, 0.60, 2.37], [-2.57, -6.05, -0.86], [-1.03, 2.33, 4.07], [-2.70, 2.44, -1.89], [-2.86, -5.58, 0.42], [-1.64, 2.97, 3.42], [0.88, -0.01, 1.72]], "e_tot_ev": -91168.8429, "homo_energy_ev": [-11.010, -11.011], "spin_multiplicity": 4, "total_charge": 1, "gap_ev": [8.55, 8.20], "lumo_energy_ev": [-2.458, -2.812]}